This record from OMol25 describes a structure of composition C23H40Cl3N4O3SiV at a distorted geometry. The level of theory is ωB97M-V/def2-TZVPD.

Last column: Löwdin spin population.
Atoms and positions in Å:
C: 0.0549 3.2604 1.5392  0.000
C: 0.4327 2.2186 2.5503  -0.001
H: -0.7497 3.9103 1.9063  0.000
H: -0.2844 2.7831 0.6024  0.000
H: 0.9224 3.8987 1.2890  0.000
C: 0.0356 2.2063 3.8348  -0.001
C: -0.8425 3.2150 4.4837  0.000
H: 0.3899 1.4197 4.5033  0.000
H: -1.3059 3.8976 3.7687  0.000
H: -0.2870 3.8118 5.2171  0.000
H: -1.6432 2.7157 5.0413  0.000
V: 0.3392 -0.4732 -0.4935  1.905
Cl: 2.1941 0.7027 -1.2290  0.040
Cl: -1.2850 0.4764 -1.7458  0.007
H: 1.1157 -4.2905 -4.4397  0.000
H: 2.0533 -2.5025 -5.8897  0.000
C: 0.3446 -3.6070 -4.0727  0.000
C: 1.2713 -1.8147 -5.5412  0.000
N: 0.7943 -2.2291 -4.2268  0.005
H: 0.1416 -3.8007 -3.0175  0.000
C: 0.8021 -1.4132 -3.1774  0.005
O: 0.4833 -1.8045 -2.0160  0.007
H: 1.6791 -0.7992 -5.4676  0.000
H: 1.1201 -0.3752 -3.3389  0.001
H: -0.5637 -3.7774 -4.6607  0.000
H: 0.4520 -1.8278 -6.2729  0.000
H: -2.1959 1.3442 1.7588  0.000
H: -2.0399 -0.1942 4.0126  0.000
C: -2.7969 0.5050 1.3738  0.001
C: -2.6676 -0.8711 3.4141  0.000
N: -2.3578 -0.7390 2.0011  0.002
H: -2.6777 0.4542 0.2868  0.001
C: -1.8212 -1.7769 1.3372  0.003
O: -1.3169 -1.7111 0.1908  0.012
H: -2.4703 -1.9050 3.7215  0.000
H: -1.8705 -2.7408 1.8887  0.000
H: -3.8492 0.6904 1.6396  0.000
H: -3.7200 -0.6204 3.6050  0.000
O: 0.3346 0.3458 1.1525  0.000
C: 1.2360 1.0710 1.9505  0.006
C: 1.0827 -0.7337 3.6965  0.000
C: 1.8814 0.1149 2.9409  0.000
H: -0.0030 -0.6675 3.5663  0.000
C: 1.6656 -1.6059 4.6242  0.000
H: 2.0121 1.5118 1.3026  0.001
C: 3.2688 0.0984 3.0801  0.000
H: 1.0295 -2.2919 5.1882  0.000
C: 3.0496 -1.5773 4.8152  0.000
C: 3.8527 -0.7299 4.0432  0.000
H: 3.8580 0.7558 2.4300  0.000
H: 3.5129 -2.2195 5.5682  0.000
H: 4.9368 -0.7079 4.1890  0.000
Si: -2.0672 2.7113 -3.9833  0.000
Cl: -1.8033 3.5202 -2.0633  0.000
C: -3.4500 1.4448 -4.0445  -0.001
C: -0.4326 2.0200 -4.5979  0.001
C: -2.5626 4.2376 -4.9789  0.000
H: -3.4645 0.7818 -3.1712  0.000
H: -3.3423 0.8226 -4.9452  0.000
H: -4.4286 1.9368 -4.1063  0.000
H: -3.5705 4.5730 -4.7065  0.000
H: -2.5481 4.0293 -6.0570  0.000
H: -1.8817 5.0728 -4.7784  0.000
H: -0.0343 1.2995 -3.8748  0.001
H: 0.3162 2.8128 -4.7133  0.000
H: -0.5465 1.5170 -5.5697  0.000
N: 1.1936 -2.8167 1.4480  0.001
C: 2.0934 -3.7737 1.7344  0.002
C: 3.1052 -3.6495 0.7956  0.000
C: 2.7445 -2.5727 -0.0255  0.003
N: 1.5543 -2.0731 0.3734  -0.002
H: 0.3090 -2.6601 1.9168  0.000
H: 1.9579 -4.4556 2.5590  0.000
H: 3.9925 -4.2447 0.7243  0.000
H: 3.2670 -2.1339 -0.8595  0.000

Forces on atoms 1 to 3 (eV/Å):
-0.18 0.18 -0.25
-0.10 -0.40 0.82
0.25 -0.11 -0.22

The orbital gap (spin up / spin down) is 7.943 / 8.816 eV. Its multiplicity is 3. As for the energy above the lowest of the compared OMol25 structures with the same formula, charge and spin: 0.00 kJ/mol.

=====

This record from OMol25 describes a cluster of 5 separate species, C30H37F34O13S5 in total. The level of theory is ωB97M-V/def2-TZVPD.

Last column: Löwdin charge in e.
Atoms and positions in Å:
O: 4.3196 -2.0777 3.0250  -0.222
S: 5.1276 -1.6011 1.7435  1.308
C: 4.0789 -0.4213 0.9039  -0.265
C: 2.8665 -1.1763 0.3135  -0.074
C: 1.5940 -0.4822 0.7726  -0.421
F: 1.7226 0.8652 0.6311  0.126
F: 1.4097 -0.7334 2.1011  0.123
C: 0.3612 -0.9420 -0.0681  -0.321
F: 0.3559 -0.2269 -1.2124  0.149
F: 0.5702 -2.2490 -0.3867  0.149
C: -1.0552 -0.9036 0.5797  -0.345
F: -1.0174 -1.6984 1.6661  0.172
F: -1.9069 -1.4356 -0.3083  0.178
C: -1.6243 0.4701 1.0504  -0.322
F: -2.8100 0.1969 1.6280  0.163
F: -0.7865 0.9592 1.9871  0.162
C: -1.8470 1.5636 -0.0382  -0.327
F: -2.1565 0.9614 -1.2045  0.148
F: -0.6873 2.2243 -0.2084  0.158
C: -2.9943 2.6110 0.2061  -0.318
F: -2.8622 3.4612 -0.8390  0.159
F: -4.1805 1.9866 0.0944  0.160
C: -2.9422 3.5037 1.4994  -0.317
F: -3.5091 4.6730 1.1669  0.171
F: -1.6453 3.7182 1.8034  0.161
C: -3.6691 3.0293 2.8125  -0.553
F: -2.8762 2.2380 3.5215  0.187
F: -3.9374 4.1044 3.5317  0.205
F: -4.8143 2.3995 2.5620  0.178
C: 6.4315 -0.4368 2.4753  -0.541
F: 5.9031 0.7819 2.4856  0.139
F: 6.7005 -0.8190 3.7116  0.179
C: 7.6432 -0.5734 1.5151  -0.365
F: 7.1116 -0.4338 0.2745  0.123
F: 8.0693 -1.8409 1.6374  0.168
C: 8.8394 0.4331 1.7522  -0.335
F: 9.8799 -0.2724 2.1969  0.192
F: 8.5061 1.3274 2.6990  0.170
C: 9.2891 1.1543 0.4300  -0.330
F: 10.4125 1.8240 0.7000  0.182
F: 9.5808 0.1753 -0.4449  0.175
C: 8.1734 2.0970 -0.1932  -0.313
F: 7.7096 1.4844 -1.2892  0.162
F: 7.1400 2.1799 0.6776  0.140
C: 8.5840 3.5435 -0.6083  -0.338
F: 7.6013 3.9846 -1.4215  0.160
F: 9.7224 3.4698 -1.3113  0.183
C: 8.6907 4.5832 0.5487  -0.332
F: 9.4403 4.0812 1.5517  0.166
F: 7.4446 4.8118 1.0161  0.164
C: 9.3032 5.9504 0.1340  -0.570
F: 10.5542 5.8019 -0.2791  0.200
F: 8.5847 6.5088 -0.8314  0.200
F: 9.2897 6.7360 1.1995  0.205
H: 4.0287 -1.3363 3.5900  0.124
H: 4.7198 -0.0398 0.1035  0.102
H: 3.8100 0.3838 1.5837  0.120
H: 2.9322 -1.1974 -0.7709  0.134
H: 2.8197 -2.1990 0.6903  0.130
O: -9.2757 -0.8136 4.1936  -0.266
S: -9.2496 -1.2409 2.8290  0.570
O: -8.7259 -2.5334 2.5069  -0.281
O: -8.4797 -0.1458 1.9698  -0.257
C: -7.2031 0.2957 2.4866  -0.250
C: -6.1077 -0.7207 2.2414  -0.061
C: -10.8357 -1.0508 2.0982  -0.117
H: -7.3047 0.5234 3.5484  0.117
H: -7.0017 1.2275 1.9644  0.110
H: -6.2707 -1.6263 2.8241  0.067
H: -5.1484 -0.2981 2.5289  0.057
H: -6.0751 -1.0033 1.1885  0.091
H: -11.1992 -0.0494 2.3091  0.077
H: -11.4818 -1.7974 2.5544  0.080
H: -10.7505 -1.2244 1.0291  0.077
O: -5.8576 -8.3590 3.1881  -0.272
S: -5.0067 -7.2096 3.2065  0.558
O: -4.4771 -6.7381 4.4486  -0.277
O: -5.7295 -6.0196 2.4489  -0.267
C: -7.1009 -5.7206 2.8222  -0.240
C: -7.2069 -4.9427 4.1130  -0.073
C: -3.6852 -7.4308 2.0652  -0.126
H: -7.6662 -6.6519 2.8649  0.115
H: -7.4852 -5.1344 1.9902  0.116
H: -6.9064 -5.5417 4.9722  0.076
H: -8.2383 -4.6239 4.2535  0.077
H: -6.5727 -4.0573 4.0821  0.076
H: -4.0967 -7.7463 1.1109  0.074
H: -3.0399 -8.2026 2.4783  0.075
H: -3.1457 -6.4924 1.9725  0.069
O: 3.7842 1.6525 -1.7097  -0.294
S: 3.7510 1.2281 -3.0839  0.559
O: 4.7569 0.3161 -3.5365  -0.269
O: 3.6978 2.4954 -4.0202  -0.248
C: 4.6805 3.5429 -3.7987  -0.229
C: 6.0369 3.1968 -4.3740  -0.065
C: 2.1599 0.5843 -3.4665  -0.110
H: 4.7343 3.7575 -2.7309  0.110
H: 4.2573 4.4142 -4.2922  0.127
H: 6.5024 2.3731 -3.8335  0.063
H: 6.6908 4.0663 -4.3080  0.085
H: 5.9466 2.9031 -5.4190  0.090
H: 1.4068 1.2987 -3.1458  0.078
H: 2.0546 -0.3535 -2.9254  0.057
H: 2.1052 0.4086 -4.5373  0.088
O: -2.5128 -1.8853 -5.7151  -0.282
S: -3.5452 -1.0177 -6.1990  0.568
O: -3.2215 -0.0089 -7.1581  -0.270
O: -4.2582 -0.3434 -4.9447  -0.258
C: -3.3943 0.2820 -3.9733  -0.263
C: -2.9186 1.6499 -4.4214  -0.063
C: -4.9151 -1.9581 -6.7684  -0.118
H: -2.5587 -0.3842 -3.7522  0.106
H: -4.0005 0.3627 -3.0730  0.116
H: -2.2463 1.5764 -5.2750  0.073
H: -2.3895 2.1420 -3.6044  0.064
H: -3.7644 2.2696 -4.7172  0.090
H: -5.1787 -2.6884 -6.0091  0.077
H: -4.5963 -2.4525 -7.6831  0.080
H: -5.7405 -1.2813 -6.9708  0.078

Forces on atoms 1 to 3 (eV/Å):
0.13 0.30 0.02
-0.16 -0.35 0.07
-0.02 -0.33 -0.39

The orbital gap is 7.731 eV. Its charge is +1.

=====

This record from OMol25 describes a cluster of 2 separate species, C10H20N2O2 in total at a distorted geometry. The level of theory is ωB97M-V/def2-TZVPD.

Last column: Löwdin spin population.
Atoms and positions in Å:
C: 2.3582 -1.2693 -0.1673  0.599
C: -2.2457 0.8729 -3.1160  0.003
C: -2.9230 0.8515 -1.7496  0.002
C: -0.6850 0.5732 -2.9126  0.021
C: -2.0378 -0.0770 -0.9143  0.012
C: -0.5838 0.1715 -1.3455  0.027
C: 1.8313 -0.7240 3.0938  0.012
C: -0.3604 -1.3226 2.4531  0.002
C: 1.4176 1.8904 1.8353  0.002
C: 0.7552 -0.3561 2.4816  0.004
N: 0.2452 -0.9541 -0.9849  0.365
N: 1.2872 -0.6292 -0.0788  0.609
O: 3.4587 -1.0212 0.4957  0.244
O: 0.5003 0.8205 1.8982  0.002
H: 2.4780 -2.2203 -0.6636  0.059
H: -2.6411 0.1035 -3.9186  0.000
H: -2.4264 1.8432 -3.5171  0.001
H: -2.8584 1.7810 -1.2959  0.000
H: -4.0205 0.5927 -1.7480  0.000
H: -0.4634 -0.3394 -3.4383  0.002
H: -0.0793 1.4484 -3.1940  0.001
H: -1.9750 -0.1765 0.1618  0.000
H: -2.2497 -1.0953 -1.1723  0.001
H: -0.3355 1.0481 -0.7139  0.000
H: 3.4309 -0.1732 0.9361  0.004
H: 1.9712 -1.6801 3.4722  0.002
H: 2.7211 -0.1330 3.0926  0.001
H: -0.6674 -1.4841 1.4485  0.001
H: -1.2109 -0.9884 3.0610  0.000
H: -0.0299 -2.2963 2.8003  0.001
H: 1.5621 2.0392 0.7002  0.001
H: 2.5048 1.8084 2.3199  0.000
H: 0.8854 2.7455 2.2963  0.001
H: 0.3862 -1.6502 -1.6158  0.020

Forces on atoms 1 to 3 (eV/Å):
6.45 -7.72 -3.74
0.44 -1.74 -1.36
-0.57 -2.23 0.48

The orbital gap (spin up / spin down) is 4.867 / 7.250 eV. Its multiplicity is 3. As for the energy above the lowest of the compared OMol25 structures with the same formula, charge and spin: 56.16 kJ/mol.

=====

This record from OMol25 describes a structure of composition C13H17F5N2OSnTe at a distorted geometry. The level of theory is ωB97M-V/def2-TZVPD.

Last column: natural (NBO) charge in e.
Atoms and positions in Å:
C: -2.0468 0.9571 4.4690  -0.631
C: -1.6591 -0.4593 4.5476  -0.610
H: -1.0356 1.3826 4.3326  0.236
H: -2.7726 1.1439 5.2434  0.212
H: -2.5912 1.2240 3.5603  0.181
H: -1.5892 -0.6833 3.4504  0.191
H: -0.6823 -0.7817 4.9153  0.225
H: -2.3690 -1.0679 5.1520  0.195
C: 0.2834 2.5342 -1.0829  0.084
C: 0.6049 3.3934 -2.1031  -0.284
C: 0.8016 2.8688 -3.3616  -0.162
C: 0.6598 1.4963 -3.5737  -0.193
H: 0.0415 2.8099 -0.0348  0.222
H: 0.7201 4.4300 -1.8191  0.235
H: 1.0704 3.5648 -4.1177  0.228
H: 0.7906 1.1414 -4.5621  0.220
N: 0.2166 1.2092 -1.3289  -0.669
C: 0.4135 0.6072 -2.5378  0.105
C: 0.3303 -0.8173 -2.5446  0.159
N: 0.1131 -1.4094 -1.3295  -0.682
C: -0.0755 -2.7483 -1.2158  0.072
C: 0.2771 -3.0626 -3.5539  -0.177
C: 0.0142 -3.5791 -2.3085  -0.280
H: -0.3624 -3.0820 -0.2207  0.215
H: -0.1194 -4.6364 -2.1148  0.230
C: 0.3838 -1.6675 -3.6214  -0.200
H: 0.5371 -1.2910 -4.6053  0.217
H: 0.3666 -3.7414 -4.3694  0.230
Sn: -0.5214 -0.0575 0.0340  1.961
C: -2.6652 0.0667 -0.1223  -1.048
H: -3.0971 -0.9188 -0.1805  0.243
H: -2.8814 0.6433 -1.0105  0.238
H: -3.0007 0.5871 0.7734  0.244
F: 2.6424 -1.8308 2.5982  -0.638
Te: 2.8123 0.0060 2.1529  3.235
F: 3.6632 -0.5039 0.5058  -0.644
F: 4.5281 -0.0179 3.0773  -0.617
F: 2.0172 0.4927 3.8463  -0.641
F: 3.1388 1.8168 1.6909  -0.640
O: 1.0421 -0.0195 1.3695  -1.262

Forces on atoms 1 to 3 (eV/Å):
0.74 0.87 -0.38
-0.41 -2.87 -1.42
-0.89 1.38 0.94

The orbital gap (spin up / spin down) is 5.504 / 5.075 eV. As for the energy above the lowest of the compared OMol25 structures with the same formula, charge and spin: 27.51 kJ/mol.

=====

| no. | calculated total energy (a.u.) |
| --- | --- |
| 1 | -3959.4402 |
| 2 | -7529.5339 |
| 3 | -652.7197 |
| 4 | -1671.8623 |